65
Properties=species:S:1:pos:R:3:forces:R:3 method="wB97M-V/def2-TZVPD" charge=-1 homo_ev=-1.35 multiplicity=1 largest_force_ev_per_a=0.6 energy_ha=-1062.791956 homo_lumo_gap_ev=4.1860
C 1.348 -1.326 -5.774 0.0 -0.1 0.0
C 0.775 -2.481 -4.950 -0.1 0.1 -0.2
C -0.284 -2.060 -3.936 0.0 -0.1 0.3
C 0.225 -1.160 -2.806 0.1 0.1 -0.5
N 1.138 -1.845 -1.922 0.1 -0.2 0.1
C 0.512 -2.101 -0.586 0.0 0.4 0.2
O 1.612 -2.717 0.164 0.0 -0.2 0.0
C 1.549 -2.408 1.520 0.2 0.2 -0.1
C 2.633 -3.196 2.251 -0.1 0.1 -0.1
C 2.391 -3.353 3.753 0.1 -0.3 -0.1
C 3.004 -4.634 4.355 -0.1 0.2 0.0
H 1.527 -0.442 -5.167 0.0 0.1 0.0
H 0.658 -1.057 -6.575 0.0 0.1 0.0
H 2.296 -1.600 -6.239 0.0 0.0 -0.1
H 0.316 -3.187 -5.649 0.1 -0.1 0.0
H 1.563 -3.017 -4.423 0.1 0.1 0.1
H -0.669 -2.961 -3.451 -0.1 0.0 -0.1
H -1.123 -1.574 -4.448 0.0 0.0 0.0
H 0.739 -0.296 -3.241 -0.1 0.1 0.0
H -0.647 -0.771 -2.259 0.0 0.0 0.1
H 1.920 -1.241 -1.716 0.1 0.1 -0.1
H -0.204 -2.928 -0.751 0.0 -0.1 -0.1
H 1.691 -1.324 1.657 -0.1 0.1 0.1
H 0.560 -2.636 1.937 -0.1 -0.1 0.0
H 2.685 -4.171 1.763 0.0 -0.1 0.1
H 3.588 -2.696 2.074 0.2 -0.2 0.0
H 2.793 -2.492 4.285 -0.1 0.2 0.0
H 1.313 -3.369 3.915 -0.1 0.1 0.1
H 2.227 -5.327 4.675 0.0 -0.1 0.0
H 3.615 -4.413 5.230 0.1 -0.1 0.0
H 3.624 -5.151 3.625 0.1 0.0 0.0
C 1.116 3.295 0.986 0.0 0.0 0.1
C 1.370 1.944 0.320 -0.1 0.1 0.0
C 2.408 2.001 -0.808 0.1 -0.1 0.1
O 1.953 2.591 -2.016 0.0 0.1 0.0
C 2.016 3.996 -2.065 0.0 -0.1 -0.1
N 0.103 1.356 -0.098 0.1 0.1 -0.3
H 0.497 3.941 0.361 0.0 0.0 0.0
H 0.582 3.148 1.926 0.0 0.0 0.0
H 2.050 3.821 1.203 0.0 0.0 0.0
H 1.790 1.276 1.079 0.1 0.0 0.0
H 2.679 0.976 -1.068 0.0 0.0 0.0
H 3.321 2.516 -0.473 0.0 0.0 0.0
H 2.897 4.374 -1.535 0.0 0.0 0.0
H 1.122 4.464 -1.643 0.0 0.0 0.0
H 2.089 4.284 -3.115 0.0 0.0 0.0
H 0.275 0.393 -0.422 -0.3 -0.3 0.5
H -0.214 1.860 -0.924 0.0 0.0 0.0
C -3.758 2.410 3.341 0.0 0.0 0.0
C -2.995 1.855 2.141 -0.1 0.0 0.1
C -3.628 2.203 0.791 0.2 0.1 -0.1
O -4.785 1.449 0.466 -0.1 0.0 0.0
C -5.994 1.932 1.002 0.0 -0.1 -0.1
N -2.799 0.419 2.309 0.0 0.0 -0.2
H -4.667 1.840 3.538 0.0 0.0 0.0
H -3.139 2.348 4.235 0.0 0.0 0.0
H -4.036 3.456 3.188 0.0 0.0 0.0
H -2.002 2.315 2.137 0.0 0.0 -0.1
H -2.896 1.977 0.014 0.0 -0.1 0.0
H -3.859 3.277 0.724 0.0 0.0 0.1
H -6.009 3.027 1.031 0.0 0.0 0.0
H -6.182 1.548 2.009 0.0 0.1 0.0
H -6.800 1.590 0.351 0.0 0.0 0.0
H -2.185 0.081 1.568 0.2 0.0 0.1
H -3.692 -0.034 2.136 0.0 -0.1 0.0

81
Properties=species:S:1:pos:R:3:forces:R:3 method="wB97M-V/def2-TZVPD" charge=-1 homo_ev=-5.08 multiplicity=1 largest_force_ev_per_a=9.2 energy_ha=-4144.647333 homo_lumo_gap_ev=4.9452
C -1.226 -2.192 -4.337 2.8 0.0 0.0
C -1.614 -3.750 -4.527 -4.0 -0.2 0.7
Cl -0.233 -4.988 -4.902 -1.7 2.0 0.5
C -2.996 -4.209 -4.382 5.9 -0.5 -0.9
Cl -3.203 -6.087 -4.572 0.2 2.1 0.4
P -4.589 -3.278 -3.999 -0.4 -1.3 0.8
O -5.394 -4.289 -5.216 -0.9 -0.3 1.5
O -3.873 -2.240 -2.748 1.0 1.0 -2.7
S -4.369 -1.810 -5.556 1.6 0.7 -2.6
C -6.246 -2.370 -3.554 -0.1 2.1 1.3
F -6.073 -1.823 -2.155 -2.1 -1.3 -3.4
F -6.419 -1.151 -4.417 -1.7 -3.1 3.3
C -7.560 -3.328 -3.506 -3.4 0.9 0.7
F -7.371 -4.633 -2.796 -0.6 4.3 -2.8
F -8.580 -2.588 -2.669 2.6 -2.6 -2.5
F -8.248 -3.499 -4.841 2.5 0.1 4.7
H -1.402 -1.743 -3.244 -0.2 -1.3 -2.5
H -0.034 -2.160 -4.428 -2.4 -0.1 0.1
H -1.574 -1.453 -5.192 0.2 -1.9 1.9
H -4.853 -4.229 -2.939 0.0 0.4 -0.4
H -5.830 -5.080 -4.787 0.9 1.2 -0.6
H -3.709 -1.313 -3.131 -0.3 -2.0 0.8
H -4.376 -2.387 -6.836 0.1 -0.1 1.7
O 2.394 -0.172 -4.110 -3.7 -2.3 1.7
P 2.588 -0.135 -2.575 6.9 4.8 -2.8
N 2.543 1.593 -2.532 -0.8 1.4 0.1
C 3.299 2.475 -1.647 -0.3 0.1 0.4
C 1.201 2.153 -2.694 -0.1 0.0 -0.5
N 4.242 -0.652 -2.750 1.4 -1.2 0.0
C 5.375 0.259 -2.691 0.0 -0.1 0.7
C 4.504 -1.586 -3.856 -0.8 -0.2 0.1
N 2.812 -0.092 -0.809 -1.9 -3.1 0.4
C 3.729 -1.046 -0.155 0.5 -0.3 0.0
C 1.494 -0.365 -0.190 -0.6 0.5 0.6
H 2.976 2.405 -0.603 0.1 0.0 0.1
H 3.165 3.525 -1.944 -0.3 -0.3 -0.2
H 4.368 2.328 -1.692 0.1 -0.3 0.0
H 0.641 2.120 -1.755 -0.1 0.2 0.1
H 0.629 1.612 -3.448 0.1 -0.2 0.0
H 1.242 3.196 -3.027 0.1 -0.1 0.1
H 5.312 1.031 -3.461 0.1 0.2 -0.1
H 6.329 -0.276 -2.821 -0.4 -0.1 -0.2
H 5.471 0.722 -1.707 -0.1 0.2 0.0
H 4.579 -1.065 -4.814 -0.1 0.0 -0.2
H 3.707 -2.339 -3.934 0.2 0.3 -0.1
H 5.431 -2.139 -3.700 0.2 0.1 0.3
H 3.549 -2.075 -0.488 0.1 0.1 0.1
H 3.612 -1.018 0.936 -0.5 0.2 -0.2
H 4.778 -0.797 -0.318 -0.2 0.0 -0.4
H 1.168 -1.389 -0.401 0.0 0.0 0.2
H 0.723 0.307 -0.575 0.1 0.0 -0.1
H 1.524 -0.216 0.897 0.1 0.0 -0.2
O 1.260 1.352 3.278 2.7 -3.2 2.3
P 0.873 1.591 4.758 -5.7 5.8 -4.3
N -0.787 1.200 4.467 -1.0 -1.1 -0.1
C -1.958 1.794 5.104 -0.2 -0.3 0.4
C -1.036 -0.232 4.302 0.1 -0.1 -0.6
N 1.091 3.307 4.561 1.0 1.4 0.2
C -0.011 4.235 4.355 -0.2 0.1 0.7
C 2.165 3.711 3.640 0.3 -0.7 0.1
N 0.427 1.865 6.459 3.3 -1.3 1.2
C 1.034 2.978 7.214 0.2 0.6 0.0
C 0.812 0.652 7.217 -0.6 -0.6 0.4
H -2.044 1.530 6.163 -0.1 0.0 0.1
H -2.880 1.442 4.620 0.4 -0.2 -0.1
H -2.011 2.869 5.007 0.3 0.1 0.1
H -1.091 -0.740 5.270 -0.2 -0.2 0.1
H -0.254 -0.710 3.713 0.1 0.1 0.0
H -1.978 -0.414 3.771 0.1 0.1 0.1
H -0.582 3.990 3.457 -0.2 0.0 -0.1
H 0.349 5.272 4.260 0.2 -0.4 -0.1
H -0.675 4.271 5.220 -0.1 -0.2 -0.1
H 1.848 3.646 2.597 0.1 -0.1 -0.1
H 3.056 3.080 3.771 -0.3 0.1 -0.1
H 2.489 4.735 3.829 -0.2 0.1 0.3
H 2.124 2.997 7.101 -0.2 0.1 0.1
H 0.805 2.898 8.284 0.0 -0.5 -0.2
H 0.629 3.949 6.927 0.1 -0.2 -0.3
H 1.900 0.532 7.235 -0.1 0.0 0.3
H 0.391 -0.252 6.770 0.0 0.1 -0.1
H 0.440 0.690 8.249 0.1 0.1 -0.2

71
Properties=species:S:1:pos:R:3:forces:R:3 method="wB97M-V/def2-TZVPD" smiles="CC(N)=O.CC(N)=O.CC(N)=O.CC(C)O.CC(C)O.CC(C)O.ClCCCl" homo_ev=-9.42 relative_energy_ev=0.2383 multiplicity=1 largest_force_ev_per_a=1.3 energy_ha=-2209.692014 homo_lumo_gap_ev=9.7586
C 3.029 1.428 -1.656 0.3 -0.3 0.0
C 2.113 2.567 -1.316 0.1 0.2 0.2
N 2.324 3.144 -0.103 -0.3 0.3 -0.3
O 1.255 2.990 -2.078 0.1 -0.2 0.1
H 3.925 1.821 -2.140 -0.1 0.1 0.0
H 2.571 0.721 -2.343 -0.2 0.1 0.0
H 3.350 0.885 -0.765 0.0 0.1 0.0
H 1.775 3.964 0.097 0.0 0.0 0.1
H 3.013 2.858 0.569 0.0 -0.2 -0.1
C -1.268 3.714 -3.952 0.4 -0.2 -0.1
C -2.110 2.658 -3.298 -0.4 0.2 0.0
N -1.443 1.780 -2.519 0.0 -0.4 0.2
O -3.328 2.616 -3.408 0.2 0.0 0.0
H -0.435 3.248 -4.485 -0.1 0.0 -0.1
H -0.798 4.332 -3.187 -0.1 0.1 0.0
H -1.882 4.286 -4.637 0.0 0.2 0.0
H -1.988 1.059 -2.065 0.1 -0.2 -0.1
H -0.437 1.747 -2.478 0.0 0.3 0.0
C -1.854 -4.688 0.552 -0.5 0.1 0.4
C -2.049 -5.877 1.471 -0.2 -0.1 -0.1
N -3.234 -5.887 2.170 0.1 0.1 -0.2
O -1.212 -6.742 1.591 0.1 0.0 0.2
H -2.303 -4.890 -0.422 0.2 -0.1 -0.1
H -0.792 -4.482 0.487 0.0 -0.1 -0.3
H -2.360 -3.812 0.960 0.1 0.0 0.0
H -3.429 -6.658 2.787 0.1 -0.2 -0.2
H -4.026 -5.406 1.785 0.0 0.2 0.1
C 1.187 0.537 1.648 0.4 0.0 0.3
C 0.290 0.081 0.529 -0.9 -0.3 0.2
C 0.834 -1.111 -0.263 0.0 0.3 -0.2
O -0.996 -0.248 1.108 0.7 -0.1 -0.4
H 2.223 0.591 1.305 0.0 0.2 0.0
H 1.180 -0.160 2.488 -0.2 -0.1 -0.1
H 0.890 1.510 2.040 0.0 0.0 0.0
H 0.085 0.911 -0.163 0.4 0.1 0.0
H 0.517 -2.053 0.181 0.1 0.0 0.2
H 1.923 -1.077 -0.324 0.0 -0.1 0.0
H 0.458 -1.075 -1.289 0.0 -0.1 0.0
H -1.459 -0.712 0.396 -0.4 0.2 0.1
C -5.005 -1.463 -1.837 -0.5 -0.4 -0.1
C -4.090 -0.720 -0.863 -0.4 -0.9 -0.6
C -4.143 -1.295 0.522 0.1 0.8 1.0
O -2.725 -0.769 -1.332 0.1 0.3 0.1
H -4.504 -2.285 -2.362 0.2 0.2 0.0
H -5.466 -0.804 -2.571 0.2 0.0 -0.1
H -5.826 -1.967 -1.317 0.1 0.2 0.1
H -4.416 0.319 -0.852 0.3 0.1 0.1
H -3.466 -0.695 1.139 0.0 -0.2 0.1
H -3.851 -2.338 0.618 0.0 -0.1 -0.4
H -5.130 -1.161 0.970 -0.1 -0.1 -0.1
H -2.660 -1.486 -1.970 0.0 0.0 0.0
C 5.281 -1.113 1.077 0.2 0.3 -0.2
C 5.589 -0.600 2.476 -0.2 0.3 -0.3
C 7.036 -0.763 2.863 0.3 0.4 0.2
O 5.226 0.789 2.541 -0.2 0.0 0.1
H 5.779 -0.455 0.353 0.0 0.0 0.0
H 4.212 -1.046 0.878 0.0 -0.2 0.0
H 5.672 -2.111 0.878 -0.2 -0.1 0.2
H 4.942 -1.066 3.219 0.0 -0.1 0.0
H 7.367 -1.800 2.874 0.0 0.0 0.0
H 7.195 -0.308 3.842 0.0 -0.2 0.1
H 7.672 -0.191 2.177 0.0 -0.2 -0.1
H 5.731 1.263 1.871 0.1 -0.1 0.0
Cl -1.210 4.760 2.104 0.0 0.0 0.1
C -1.266 3.523 0.811 0.7 0.0 -0.1
C -2.665 3.258 0.336 0.1 1.0 0.0
Cl -3.621 2.403 1.546 -0.2 -0.4 0.0
H -0.742 2.645 1.183 -0.3 -0.1 0.1
H -0.668 3.920 -0.011 -0.2 0.0 -0.1
H -2.639 2.765 -0.628 -0.1 -0.4 0.1
H -3.149 4.224 0.190 -0.1 -0.1 -0.1